{
  "formula": "C38H58Br2O27",
  "method": "ωB97M-V/def2-TZVPD",
  "s_squared": 0.75,
  "multiplicity": 2,
  "molar_mass_g_mol": 1106.7,
  "largest_force_ev_per_a": 6.77,
  "e_homo_ev": [-0.75, -6.69],
  "total_charge": -1,
  "total_energy_ha": -8662.19883,
  "elements": ["Br", "C", "C", "Br", "H", "H", "H", "H", "C", "C", "C", "O", "C", "O", "O", "H", "H", "H", "H", "H", "H", "C", "C", "C", "O", "C", "O", "O", "H", "H", "H", "H", "H", "H", "C", "C", "C", "O", "C", "O", "O", "H", "H", "H", "H", "H", "H", "C", "C", "C", "O", "C", "O", "O", "H", "H", "H", "H", "H", "H", "C", "C", "C", "O", "C", "O", "O", "H", "H", "H", "H", "H", "H", "C", "C", "C", "O", "C", "O", "O", "H", "H", "H", "H", "H", "H", "C", "C", "C", "O", "C", "O", "O", "H", "H", "H", "H", "H", "H", "C", "C", "C", "O", "C", "O", "O", "H", "H", "H", "H", "H", "H", "C", "C", "C", "O", "C", "O", "O", "H", "H", "H", "H", "H", "H"],
  "xyz": [[30.11403, 27.40067, 1.95678], [30.88407, 28.90627, 3.01309], [31.15328, 30.12814, 2.10576], [32.03963, 31.66943, 3.04682], [31.71467, 28.62082, 3.65865], [30.14880, 29.27430, 3.72866], [30.31934, 30.47853, 1.49760], [31.88859, 29.78640, 1.37732], [23.80168, 23.74750, 3.59410], [23.65908, 24.64794, 2.34670], [22.38388, 24.36723, 1.46107], [21.54653, 25.46452, 1.56233], [21.94836, 26.17665, 2.58495], [21.26313, 26.90784, 3.27405], [23.32529, 25.99791, 2.73387], [24.74915, 23.95929, 4.08962], [23.77117, 22.72389, 3.22074], [22.89710, 23.92316, 4.17633], [24.52437, 24.57190, 1.68822], [21.86142, 23.43074, 1.65637], [22.77510, 24.40206, 0.44430], [29.07233, 19.57520, 1.20273], [30.36045, 18.74393, 1.13894], [31.48015, 19.63193, 0.54432], [32.50689, 19.63931, 1.42851], [32.12421, 19.14256, 2.58641], [32.68619, 19.18657, 3.69843], [30.90181, 18.60637, 2.48573], [28.29193, 19.15777, 1.83899], [28.55519, 19.67310, 0.24822], [29.05226, 20.61072, 1.54241], [30.34787, 17.75300, 0.68506], [31.09471, 20.63805, 0.37924], [31.77506, 19.28780, -0.44700], [32.30836, 21.81990, -5.46327], [32.97886, 22.30660, -4.17567], [33.15153, 23.85456, -3.86543], [32.28988, 24.13680, -2.82041], [31.52613, 23.13932, -2.54473], [30.82419, 23.07254, -1.56090], [31.85125, 22.07109, -3.35411], [33.04257, 21.82549, -6.26887], [31.36144, 22.29864, -5.71275], [31.97561, 20.78554, -5.54978], [33.89705, 21.82186, -3.84394], [33.07239, 24.38045, -4.81689], [34.18867, 24.03841, -3.58502], [30.56151, 27.44339, -1.64345], [30.46015, 28.13904, -3.04853], [31.66288, 28.87258, -3.49037], [31.80618, 28.52145, -4.86738], [30.97197, 27.53306, -5.15518], [30.98284, 27.02355, -6.29243], [30.34339, 27.13553, -3.99349], [29.67745, 26.87347, -1.35760], [30.65690, 28.11803, -0.79265], [31.50873, 26.90510, -1.60974], [29.56074, 28.75473, -3.05840], [32.59125, 28.52544, -3.03681], [31.67074, 29.89910, -3.12391], [24.80732, 18.10945, -1.07364], [23.31359, 18.61908, -1.22091], [23.01139, 20.06962, -0.82176], [22.19209, 20.54581, -1.79446], [22.37266, 19.70725, -2.95246], [21.70639, 20.00140, -3.98492], [22.83103, 18.49685, -2.60304], [25.61129, 18.63027, -1.59372], [24.85426, 17.02437, -1.16586], [24.93732, 18.48884, -0.06010], [22.53160, 18.09721, -0.66931], [23.78763, 20.82745, -0.92783], [22.51854, 20.33137, 0.11455], [26.04069, 25.96756, 5.55849], [27.40031, 25.47381, 5.96935], [27.47008, 25.32478, 7.45997], [28.34542, 24.18607, 7.62459], [28.38085, 23.43861, 6.55279], [28.91804, 22.38227, 6.47208], [27.72540, 24.14068, 5.57185], [25.20706, 25.35039, 5.89355], [25.98144, 25.78186, 4.48607], [25.88504, 26.99764, 5.87911], [28.21140, 26.10416, 5.60477], [26.47433, 25.20184, 7.88595], [27.89179, 26.13059, 8.06075], [26.10068, 20.55635, 3.78020], [25.24756, 20.56795, 5.07752], [23.88409, 19.89227, 5.12508], [23.93629, 19.37512, 6.45041], [25.18220, 19.37357, 6.90741], [25.61789, 18.85526, 7.96421], [25.98927, 19.95167, 6.07865], [26.03691, 19.58215, 3.29547], [27.15955, 20.80216, 3.86058], [25.68703, 21.18699, 2.99325], [25.23361, 21.60035, 5.42688], [23.75859, 19.12935, 4.35678], [23.18302, 20.65642, 4.78940], [34.56636, 22.45098, -0.47712], [34.48355, 23.47264, 0.71846], [33.42966, 24.57475, 0.66853], [32.71374, 24.42905, 1.89061], [33.25940, 23.46597, 2.65200], [32.92650, 23.21926, 3.78408], [34.33693, 22.87366, 2.01279], [35.60719, 22.16287, -0.62467], [34.23108, 22.83177, -1.44184], [34.01583, 21.53576, -0.25942], [35.42181, 24.00795, 0.86413], [32.67966, 24.31843, -0.07974], [33.80285, 25.59043, 0.53726], [29.69129, 23.78614, 2.31458], [28.28244, 24.12241, 1.98500], [28.26732, 24.81966, 0.62248], [27.16364, 24.13800, -0.07314], [26.67334, 23.21403, 0.70672], [25.70606, 22.52772, 0.46710], [27.50681, 22.96746, 1.65657], [29.84921, 22.96519, 3.01402], [30.23832, 24.67714, 2.62277], [30.25393, 23.45736, 1.44084], [27.80832, 24.71322, 2.76875], [29.16578, 24.72791, 0.01218], [27.89905, 25.83218, 0.78767]]
}



{
  "formula": "C30H45F9O3",
  "method": "ωB97M-V/def2-TZVPD",
  "molar_mass_g_mol": 624.7,
  "largest_force_ev_per_a": 5.64,
  "e_homo_ev": -8.60,
  "total_charge": 0,
  "total_energy_ha": -2294.33424,
  "smiles": "CCO[C@H]1[C@@H](Cc2ccc(C)cc2)OC(=O)[C@@H]1C(F)(F)C(F)(F)C(F)(F)C(F)(F)F.CCCCCC.CCCCCC",
  "elements": ["C", "C", "O", "C", "C", "C", "C", "C", "C", "C", "C", "C", "C", "O", "C", "O", "C", "C", "F", "F", "C", "F", "F", "C", "F", "F", "C", "F", "F", "F", "H", "H", "H", "H", "H", "H", "H", "H", "H", "H", "H", "H", "H", "H", "H", "H", "H", "C", "C", "C", "C", "C", "C", "H", "H", "H", "H", "H", "H", "H", "H", "H", "H", "H", "H", "H", "H", "C", "C", "C", "C", "C", "C", "H", "H", "H", "H", "H", "H", "H", "H", "H", "H", "H", "H", "H", "H"],
  "xyz": [[2.44295, -2.58263, 2.08437], [1.86137, -3.39849, 0.79199], [1.23674, -2.41101, -0.06680], [1.56575, -2.59243, -1.45240], [0.35527, -2.84341, -2.51649], [-1.08887, -3.24079, -1.96776], [-2.10304, -2.04446, -1.71748], [-3.13290, -2.23677, -0.53646], [-4.22283, -1.15512, -0.20920], [-4.36198, 0.18160, -1.02246], [-5.50505, 1.28008, -0.72365], [-3.31910, 0.35299, -2.18849], [-2.22918, -0.73127, -2.51960], [0.49984, -1.94415, -3.65279], [1.88483, -1.52270, -3.60521], [2.62109, -1.35294, -4.60815], [2.39309, -1.32439, -2.06832], [3.99990, -1.43654, -1.89092], [4.22807, -1.56370, -0.48626], [4.51849, -2.64827, -2.48066], [4.79806, -0.19705, -2.56345], [5.46104, -0.75173, -3.71633], [3.91032, 0.79615, -3.10350], [5.95766, 0.41758, -1.64663], [6.78445, 1.26814, -2.45570], [6.83288, -0.62118, -1.19276], [5.45491, 1.27202, -0.38213], [6.18102, 2.50430, -0.39000], [5.79247, 0.65854, 0.86619], [4.06744, 1.51414, -0.34206], [3.59578, -2.68373, 2.11104], [1.95445, -3.00670, 3.02328], [2.23438, -1.47185, 1.91771], [1.14021, -4.22940, 1.14602], [2.76258, -3.93227, 0.33731], [2.30790, -3.44972, -1.69362], [0.71102, -3.84780, -2.98029], [-1.54917, -4.07161, -2.62991], [-0.91874, -3.75269, -0.94209], [-3.15176, -3.18690, 0.10212], [-4.98300, -1.33795, 0.63807], [-5.12584, 2.18575, -0.14425], [-5.92360, 1.56716, -1.76477], [-6.36259, 0.75257, -0.15675], [-3.40068, 1.30454, -2.83514], [-1.54209, -0.53507, -3.40364], [2.05978, -0.38130, -1.51744], [-6.54465, 7.79108, -4.13095], [-6.35313, 6.69906, -5.17451], [-7.11202, 5.41092, -4.84973], [-6.68754, 4.70942, -3.55609], [-5.20869, 4.32646, -3.47446], [-4.78448, 3.32932, -4.54416], [-6.15528, 7.49002, -3.15533], [-6.01409, 8.69783, -4.43303], [-7.60290, 8.04090, -4.01814], [-5.28577, 6.49347, -5.30080], [-6.70920, 7.07531, -6.14029], [-7.00448, 4.71878, -5.69198], [-8.18251, 5.63795, -4.78389], [-7.29498, 3.80393, -3.44011], [-6.93260, 5.34609, -2.69931], [-5.02069, 3.88200, -2.49065], [-4.57771, 5.21866, -3.53257], [-5.37627, 2.41174, -4.47813], [-3.73213, 3.06241, -4.41298], [-4.89765, 3.74237, -5.54900], [4.82973, -0.71557, 8.40568], [4.99189, -2.22213, 8.25683], [5.19416, -2.66942, 6.80778], [4.02894, -2.36764, 5.86065], [2.68035, -2.96200, 6.27099], [2.68130, -4.48398, 6.31610], [3.93939, -0.35209, 7.88678], [4.72847, -0.45019, 9.46128], [5.70071, -0.18871, 8.00719], [4.12922, -2.73078, 8.69797], [5.86464, -2.53683, 8.84028], [5.40228, -3.74491, 6.79863], [6.09510, -2.18700, 6.41105], [4.29106, -2.73954, 4.86311], [3.91658, -1.28325, 5.75598], [1.92468, -2.63618, 5.54760], [2.36587, -2.56555, 7.24128], [2.95408, -4.90249, 5.34312], [1.68534, -4.85365, 6.57473], [3.37965, -4.86535, 7.06453]]
}



{
  "formula": "C13H16OSi",
  "method": "ωB97M-V/def2-TZVPD",
  "molar_mass_g_mol": 216.4,
  "largest_force_ev_per_a": 5.42,
  "e_homo_ev": [-7.30, -7.42],
  "total_charge": 0,
  "relative_energy_ev": 2.866,
  "total_energy_ha": -869.54443,
  "smiles": "C#C/C(O[Si](C)(C)C)=c1/ccccc1=C",
  "elements": ["C", "C", "C", "O", "Si", "C", "C", "C", "C", "C", "C", "C", "C", "C", "C", "H", "H", "H", "H", "H", "H", "H", "H", "H", "H", "H", "H", "H", "H", "H", "H"],
  "xyz": [[0.62853, -3.17346, 0.40514], [0.10053, -2.08877, 0.27280], [-0.32884, -0.80638, 0.22931], [0.74312, 0.07221, 0.58491], [2.26764, 0.32783, 0.11616], [2.56696, 2.05103, 0.86304], [2.28990, 0.58237, -1.90907], [3.65962, -1.02905, 0.46813], [-1.56122, -0.15600, 0.11682], [-1.62447, 1.26950, 0.27743], [-2.78347, 2.00199, 0.30250], [-4.03771, 1.33197, 0.30273], [-4.05687, -0.03289, 0.01834], [-2.81792, -0.82678, -0.15696], [-3.04834, -2.09467, -0.56539], [1.14851, -4.02056, 0.75059], [2.85025, 2.12656, 1.97890], [3.41097, 2.56261, 0.30260], [1.73989, 2.60579, 0.80639], [1.32644, 0.53513, -2.28313], [2.61751, 1.50283, -2.13205], [2.88633, -0.11817, -2.30709], [4.48529, -0.44853, 0.73409], [3.18132, -1.65816, 1.23757], [3.78222, -1.49305, -0.40949], [-0.81288, 1.89677, 0.37651], [-2.60555, 3.08585, 0.53778], [-4.83322, 1.99218, 0.53548], [-4.84131, -0.71503, -0.00357], [-3.96281, -2.35767, -1.01311], [-2.37039, -2.92543, -0.43737]]
}



{
  "formula": "C4H16NO2",
  "method": "ωB97M-V/def2-TZVPD",
  "molar_mass_g_mol": 110.2,
  "largest_force_ev_per_a": 4.25,
  "e_homo_ev": -15.49,
  "total_charge": 1,
  "relative_energy_ev": 2.291,
  "total_energy_ha": -366.94530,
  "elements": ["C", "C", "N", "C", "C", "H", "H", "H", "H", "H", "H", "H", "H", "H", "H", "H", "H", "H", "H", "O", "H", "H", "O"],
  "xyz": [[-0.97571, -1.08042, 0.69852], [-1.30760, -0.15585, -0.44679], [-0.23146, 0.89880, -0.34861], [-0.83498, 2.29248, -0.10570], [-1.27441, -0.91702, -1.79592], [-0.05290, -1.60322, 0.47444], [-1.68193, -1.92845, 0.81230], [-1.07107, -0.68954, 1.74832], [-2.36441, 0.13844, -0.36448], [0.55100, 0.72440, 0.31148], [0.35778, 0.86465, -1.18364], [-1.93043, 2.29726, 0.01941], [-0.38660, 2.86575, 0.72610], [-0.65627, 2.89552, -0.99844], [-2.09541, -1.09499, -2.45145], [-0.68548, -1.77679, -1.77122], [-0.94537, -0.13348, -2.58743], [1.13528, 0.17463, 2.80724], [1.61784, -0.96998, 1.69351], [1.55970, -0.06139, 1.98919], [3.08887, -1.36252, -0.43500], [2.49613, -0.03848, 0.15668], [2.27044, -0.84771, -0.32865]]
}